C13H14MoNO3 | ωB97M-V/def2-TZVPD

E_tot: -23158.75656 eV
HOMO energy (alpha / beta): -0.7441 / -0.7442 Eh
orbital gap (alpha / beta): 5.928 / 5.934 eV
net charge: +3
LUMO (alpha / beta): -14.32 / -14.32 eV

CARTESIAN COORDINATES (ANGSTROEM)
Mo (-0.0662, -1.4578, -0.1530)
N (-1.3071, -0.7719, 1.4301)
C (-0.1651, 0.1291, 1.5417)
C (0.7157, -0.0385, 2.6183)
C (1.6586, 0.9348, 2.8879)
C (1.6909, 2.1029, 2.1213)
C (0.8423, 2.2682, 1.0318)
C (-0.0733, 1.2791, 0.6844)
C (-0.8069, 1.2933, -0.5693)
C (-1.2403, 2.4195, -1.2173)
C (-1.9435, 2.2609, -2.4188)
C (-2.1941, 0.9740, -3.0140)
C (-1.7896, -0.1547, -2.3970)
C (-1.0318, -0.0385, -1.1767)
H (-1.4203, -1.3406, 2.2718)
H (-2.1848, -0.2763, 1.2810)
H (0.6062, -0.8831, 3.2904)
H (2.3284, 0.8154, 3.7305)
H (2.3960, 2.8876, 2.3700)
H (0.9241, 3.1580, 0.4197)
H (-1.1245, 3.4014, -0.7786)
H (-2.3460, 3.1417, -2.9038)
H (-2.7093, 0.9125, -3.9643)
H (-1.9877, -1.1143, -2.8551)
C (2.2732, -2.3840, -0.5221)
O (1.6182, -2.6865, 0.7253)
H (2.3844, -3.2416, -1.1786)
H (3.2118, -1.8603, -0.3771)
H (1.6330, -1.6402, -1.0990)
H (1.8089, -3.5939, 1.0229)
O (-0.6591, -2.7686, -1.0790)
O (-1.0423, -3.7277, -1.7235)

Results of the Mulliken charge analysis, in e, for atoms 1 through 2: 0.231 -0.244


C13H14N2O4Pb | ωB97M-V/def2-TZVPD

E_tot: -30107.91481 eV
HOMO energy: -0.5353 Eh
orbital gap: 5.423 eV
net charge: +2
LUMO: -9.14 eV

CARTESIAN COORDINATES (ANGSTROEM)
O (7.4612, -2.5887, -3.9692)
C (6.9048, -1.5920, -3.8924)
Pb (2.7737, 1.1708, -3.2032)
C (1.0100, 1.9886, -4.8094)
C (3.0933, 3.6214, -3.0592)
O (0.2985, 2.4218, -5.5999)
O (3.5225, 4.6729, -2.8644)
C (-2.8171, -3.0274, 0.4954)
C (-1.9815, -2.5274, 1.6504)
N (-1.3371, -1.2178, 1.4091)
C (-2.2000, -0.0507, 1.6820)
C (-2.4273, 0.1380, 3.1742)
C (-0.3487, -1.1922, 0.4460)
O (0.0130, -2.2082, -0.1455)
C (0.3355, 0.1311, 0.1880)
C (0.7858, 0.9539, 1.2316)
C (1.4445, 2.1361, 0.9010)
C (1.6911, 2.4333, -0.4344)
N (1.3707, 1.5555, -1.4268)
C (0.6508, 0.4234, -1.1250)
H (-3.5536, -2.2770, 0.1850)
H (-3.3457, -3.9342, 0.7937)
H (-2.1653, -3.2660, -0.3497)
H (-2.5884, -2.3947, 2.5513)
H (-1.1755, -3.2427, 1.8544)
H (-1.7374, 0.8502, 1.2632)
H (-3.1700, -0.1972, 1.1713)
H (-1.4722, 0.1203, 3.7144)
H (-2.8952, 1.1156, 3.3471)
H (-3.0819, -0.6374, 3.5852)
H (0.6244, 0.6503, 2.2665)
H (1.7706, 2.8379, 1.6674)
H (2.1736, 3.3639, -0.7433)
H (0.3730, -0.2315, -1.9545)

Results of the Mulliken charge analysis, in e, for atoms 1 through 2: -0.127 0.131


C13H14N2O4S | ωB97M-V/def2-TZVPD

E_tot: -35699.98258 eV
SMILES: COc1ccc(S(=O)(=O)Nc2ccccn2)cc1OC
HOMO energy: -0.3187 Eh
orbital gap: 8.935 eV
LUMO: 0.26 eV

CARTESIAN COORDINATES (ANGSTROEM)
C (-4.7791, -1.6949, 0.1938)
O (-3.6868, -1.9266, -0.9047)
C (-2.7157, -0.9912, -0.5724)
C (-1.7693, -1.2022, -1.4364)
C (-0.5557, -0.2851, -1.7545)
C (-0.4250, 0.6769, -0.7522)
S (1.0323, 1.6305, -0.5359)
O (0.8172, 3.1111, -0.2441)
O (1.8121, 1.5999, -1.6952)
N (1.9009, 1.0647, 0.6174)
C (2.4442, -0.0598, 0.7628)
C (3.6988, -0.6694, 1.3703)
C (4.3120, -1.7226, 1.2172)
C (3.6407, -2.4657, 0.0931)
C (2.4657, -2.1610, -0.1916)
N (1.9900, -0.8935, -0.1788)
C (-1.2804, 0.8089, 0.3167)
C (-2.5360, 0.2876, 0.3841)
O (-3.5482, 0.3499, 1.2179)
C (-3.2533, 1.0900, 2.1655)
H (-5.1763, -0.7355, 0.0579)
H (-5.3442, -2.3788, -0.2846)
H (-4.4998, -1.9430, 1.1164)
H (-1.8797, -1.9665, -2.3648)
H (0.2592, -0.3938, -2.3593)
H (2.3710, 1.7504, 1.1382)
H (4.1526, 0.3998, 2.0186)
H (5.0207, -2.0684, 1.9090)
H (4.0776, -3.6659, 0.2639)
H (2.0346, -2.7474, -1.1201)
H (-1.0943, 1.4727, 1.0956)
H (-3.1814, 2.3456, 1.8473)
H (-4.1795, 1.2149, 2.7717)
H (-2.4636, 1.0643, 3.0265)

Results of the Mulliken charge analysis, in e, for atoms 1 through 2: -0.998 -0.398


C13H14N4O8S | ωB97M-V/def2-TZVPD

E_tot: -46880.93110 eV
SMILES: NC(=S)c1ncn([C@@H]2O[C@H](COC=O)[C@@H](OC=O)[C@H]2OC=O)c1NC=O
HOMO energy: -0.3019 Eh
orbital gap: 8.157 eV
LUMO: -0.06 eV

CARTESIAN COORDINATES (ANGSTROEM)
N (5.5952, -0.1790, 0.4293)
C (4.5859, -1.1142, 0.6765)
S (4.8940, -2.3732, 1.7226)
C (3.2567, -0.9020, 0.0400)
N (3.1331, 0.1529, -0.7830)
C (1.8101, 0.3872, -0.8636)
N (1.0666, -0.6436, -0.4417)
C (-0.3452, -0.5125, -0.5292)
O (-0.7364, -0.3401, -1.8737)
C (-2.1644, 0.0727, -1.7824)
C (-2.1641, 1.2637, -2.8162)
O (-1.3655, 2.4773, -2.3892)
C (-2.0287, 3.5790, -1.8127)
O (-3.2181, 3.6543, -1.4719)
C (-2.5461, 0.4086, -0.2976)
O (-3.5306, -0.5947, 0.1422)
C (-4.2019, -0.4019, 1.2155)
O (-3.9264, 0.4040, 2.1317)
C (-1.1028, 0.5370, 0.3502)
O (-1.0166, 0.3468, 1.7335)
C (0.1272, 0.7556, 2.3677)
O (0.9387, 1.5265, 1.8862)
C (1.9870, -1.5257, 0.2251)
N (1.7909, -2.6661, 0.9839)
C (0.7098, -3.0965, 1.7803)
O (-0.4522, -2.6970, 1.7098)
H (6.5647, -0.4927, 0.7238)
H (5.6327, 0.4536, -0.3765)
H (1.3437, 1.2706, -1.0575)
H (-0.7901, -1.4463, -0.0986)
H (-2.7818, -0.7354, -2.0652)
H (-1.7424, 0.9703, -3.7268)
H (-3.1757, 1.5941, -2.9242)
H (-1.4600, 4.4531, -1.4754)
H (-2.9968, 1.4149, -0.1282)
H (-4.9762, -1.1637, 1.3003)
H (-0.7173, 1.5241, 0.1944)
H (0.3730, 0.4353, 3.3545)
H (2.6908, -3.1036, 1.1901)
H (0.9389, -3.6935, 2.7558)

Results of the Mulliken charge analysis, in e, for atoms 1 through 2: -0.427 0.204


Q: The lowest E_tot belongs to which entry?
A: C13H14N4O8S


What did the fourth record say?
C13H14N4O8S | ωB97M-V/def2-TZVPD

E_tot: -46880.93110 eV
SMILES: NC(=S)c1ncn([C@@H]2O[C@H](COC=O)[C@@H](OC=O)[C@H]2OC=O)c1NC=O
HOMO energy: -0.3019 Eh
orbital gap: 8.157 eV
LUMO: -0.06 eV

CARTESIAN COORDINATES (ANGSTROEM)
N (5.5952, -0.1790, 0.4293)
C (4.5859, -1.1142, 0.6765)
S (4.8940, -2.3732, 1.7226)
C (3.2567, -0.9020, 0.0400)
N (3.1331, 0.1529, -0.7830)
C (1.8101, 0.3872, -0.8636)
N (1.0666, -0.6436, -0.4417)
C (-0.3452, -0.5125, -0.5292)
O (-0.7364, -0.3401, -1.8737)
C (-2.1644, 0.0727, -1.7824)
C (-2.1641, 1.2637, -2.8162)
O (-1.3655, 2.4773, -2.3892)
C (-2.0287, 3.5790, -1.8127)
O (-3.2181, 3.6543, -1.4719)
C (-2.5461, 0.4086, -0.2976)
O (-3.5306, -0.5947, 0.1422)
C (-4.2019, -0.4019, 1.2155)
O (-3.9264, 0.4040, 2.1317)
C (-1.1028, 0.5370, 0.3502)
O (-1.0166, 0.3468, 1.7335)
C (0.1272, 0.7556, 2.3677)
O (0.9387, 1.5265, 1.8862)
C (1.9870, -1.5257, 0.2251)
N (1.7909, -2.6661, 0.9839)
C (0.7098, -3.0965, 1.7803)
O (-0.4522, -2.6970, 1.7098)
H (6.5647, -0.4927, 0.7238)
H (5.6327, 0.4536, -0.3765)
H (1.3437, 1.2706, -1.0575)
H (-0.7901, -1.4463, -0.0986)
H (-2.7818, -0.7354, -2.0652)
H (-1.7424, 0.9703, -3.7268)
H (-3.1757, 1.5941, -2.9242)
H (-1.4600, 4.4531, -1.4754)
H (-2.9968, 1.4149, -0.1282)
H (-4.9762, -1.1637, 1.3003)
H (-0.7173, 1.5241, 0.1944)
H (0.3730, 0.4353, 3.3545)
H (2.6908, -3.1036, 1.1901)
H (0.9389, -3.6935, 2.7558)

Results of the Mulliken charge analysis, in e, for atoms 1 through 2: -0.427 0.204


Q: Which of these has the highest E_tot?
A: C13H14MoNO3